A 2-piece molecular cluster, C33H48F11N6O8S2 overall. Source: the Open Molecules 2025 dataset; level of theory: ωB97M-V/def2-TZVPD.

The geometry in XYZ format:
```
108
Properties=species:S:1:pos:R:3:forces:R:3
C -0.729803 3.658532 2.622932 0.162 -0.099 0.159
C -1.983594 2.652525 2.740254 0.792 -0.158 -0.097
O -3.179602 3.127617 2.059010 0.960 -0.480 -1.052
C -3.098011 2.897576 0.640253 -0.515 -0.481 -0.032
C -3.560169 1.376795 0.265859 0.043 1.462 0.592
O -3.600165 1.333829 -1.192194 1.387 -1.946 -0.346
C -3.206338 0.042353 -1.708821 -3.094 0.829 0.624
N -1.686902 -0.110078 -1.794594 -1.252 1.119 0.383
C -1.189195 1.110879 -2.499192 1.663 1.816 -1.130
C 0.386569 1.037930 -2.943018 -0.651 1.384 0.411
S 1.297649 1.556235 -1.356705 0.606 -1.257 0.002
C 0.560948 2.227603 -4.007407 -0.743 0.371 -0.907
C 0.339354 3.707206 -3.425367 0.069 1.296 0.475
C 1.712542 4.549350 -3.340754 2.956 0.897 -2.806
N 2.206714 5.232630 -2.148059 -1.858 -1.769 -0.915
O 2.415112 4.672814 -4.396238 -2.788 -1.055 3.852
N 0.792966 -0.308714 -3.372882 0.705 0.282 -1.138
C 1.989667 -0.415507 -4.164463 3.074 -0.288 -1.701
F 3.059987 0.448993 -3.749888 -3.163 -1.935 -0.628
F 1.822687 -0.116893 -5.568730 0.097 -0.675 3.152
F 2.589553 -1.723149 -4.157878 -2.152 3.043 0.265
C -0.290503 -1.252369 -3.704401 -0.382 -1.748 -0.370
C -1.100733 -0.984698 -5.058384 -1.282 1.914 0.116
O -1.317171 -2.154888 -5.889899 2.009 -0.135 2.404
O -2.535780 -2.008787 -6.469099 -2.727 0.505 -1.557
C -1.239988 -1.435791 -2.379966 2.282 -2.531 -0.132
C -2.411160 -2.476233 -2.710712 -0.992 -0.084 -0.605
C -1.953005 -3.909568 -3.264875 -0.927 -0.992 0.466
C -1.611470 -5.004215 -2.109214 -0.382 -1.102 -1.743
N -0.143308 -5.278792 -2.106383 -0.832 0.465 1.077
C 0.309854 -6.027320 -0.898963 1.919 -1.903 -0.658
C 1.933179 -5.946352 -0.907831 2.134 1.021 0.532
C 2.520113 -4.542775 -0.486428 2.860 -2.372 -1.032
C 4.039068 -4.247599 -0.475062 -2.146 -4.207 -1.423
C 4.977455 -5.434367 -0.926528 -3.386 -0.070 0.305
C 4.401556 -6.833483 -1.318937 -1.667 2.728 0.718
C 2.854388 -7.114284 -1.327526 1.116 3.868 1.286
O 2.270340 -8.363860 -1.703004 1.453 1.325 1.622
C -0.206084 -2.047401 -1.268946 0.258 1.059 0.113
C -0.908212 -2.566501 0.067171 0.520 -1.655 0.063
S -0.662059 -1.415619 1.545604 -2.437 -0.311 0.102
C -2.348255 -1.467027 2.342463 -3.722 0.925 1.811
N -3.029132 -0.475366 3.121217 1.947 -3.902 -2.635
N -4.243702 -0.979320 3.474686 -0.547 -4.456 -1.932
C -4.413775 -2.289995 2.923795 3.091 4.435 0.633
O -3.226874 -2.591488 2.210761 0.056 1.641 0.882
H 0.191810 3.035067 2.340620 -1.203 0.957 0.497
H -0.883336 4.420830 1.772211 0.112 -1.063 1.421
H -0.504051 4.197028 3.627948 -0.528 -0.896 -2.080
H -2.286431 2.481684 3.836366 0.533 0.090 -1.851
H -1.658103 1.669933 2.219387 -0.600 1.316 1.235
H -2.029088 3.062526 0.255866 -1.365 -0.212 0.417
H -3.806619 3.634200 0.121345 1.032 -1.112 0.740
H -4.629091 1.181301 0.636824 1.757 0.123 -0.220
H -2.781560 0.647461 0.674847 -1.246 0.803 -0.373
H -3.669105 -0.726708 -0.976848 1.175 0.816 -1.455
H -3.690582 -0.021197 -2.756674 1.178 -0.080 1.699
H -1.371386 -0.012162 -0.797973 0.123 -0.420 -0.779
H -1.838974 1.381983 -3.409560 0.843 -0.825 1.405
H -1.216151 2.016139 -1.780648 -0.322 -1.757 -1.176
H 2.144013 0.454933 -1.136236 -0.943 1.085 -0.549
H 1.546109 2.237696 -4.579810 -1.201 -0.249 1.028
H -0.265747 2.068749 -4.805983 1.383 0.136 1.201
H -0.148569 3.765005 -2.394990 0.501 -0.350 -1.307
H -0.350193 4.307748 -4.135447 1.228 -1.046 1.089
H 1.545524 5.204498 -1.361477 0.663 -0.167 -0.394
H 3.156560 4.942554 -1.883645 -0.607 0.412 -0.420
H 0.208914 -2.291510 -3.823032 -0.815 1.738 0.206
H -2.147017 -0.586550 -4.750543 1.558 -0.687 -0.641
H -0.664681 -0.164246 -5.735358 -0.214 -1.200 1.253
H -3.166889 -2.703739 -6.168672 1.111 0.151 0.254
H -3.112705 -2.702884 -1.816493 1.362 0.575 -1.295
H -3.123363 -2.042386 -3.516976 1.293 -0.491 1.306
H -1.132590 -3.902223 -4.053624 -1.016 0.177 1.199
H -2.885972 -4.345866 -3.800190 1.453 0.924 0.799
H -2.122288 -5.997471 -2.432104 0.340 1.629 0.609
H -2.056660 -4.749349 -1.090768 0.960 -0.147 -1.304
H 0.114275 -5.784745 -2.978341 -0.227 0.405 1.103
H 0.047865 -7.155678 -0.976369 0.295 1.706 0.219
H -0.143191 -5.669319 0.084867 0.685 -0.060 -1.499
H 1.812964 -3.699714 -0.190678 0.968 -1.446 -0.417
H 4.421134 -3.216019 -0.184147 -0.441 -1.729 -0.464
H 6.103824 -5.195007 -0.944467 -2.005 -0.826 -0.055
H 5.136461 -7.647221 -1.635899 -1.274 1.259 0.503
H 2.527820 -9.003906 -0.988785 -0.304 0.696 -1.023
H 0.495654 -1.177865 -0.954417 -1.113 -1.321 -0.609
H 0.501592 -2.817786 -1.764746 -1.608 0.882 0.937
H -0.365431 -3.542501 0.372624 -1.019 1.603 -0.510
H -2.011508 -2.833230 -0.009959 1.481 0.560 0.022
H -5.275933 -3.027643 2.971047 1.515 1.244 -0.087
C 2.597129 6.317369 6.503289 0.645 0.635 -0.102
C 1.501503 5.551950 5.732939 0.887 -0.242 -0.139
C 0.253162 5.185172 6.536318 -0.734 -0.114 0.154
F 0.526368 4.366279 7.568057 0.064 0.058 -0.176
F -0.635853 4.521335 5.749529 0.130 0.140 -0.139
F 2.050051 4.453972 5.157011 -0.262 -0.013 0.162
F 1.106150 6.357076 4.701002 -0.278 0.060 0.341
O 3.698309 5.546859 7.001076 -1.011 -0.878 0.692
C 3.532672 4.921825 8.258613 0.129 1.758 -0.582
C 3.596908 3.393618 8.167344 0.110 -0.824 0.008
F 2.636524 2.901623 7.353765 0.108 0.278 -0.038
F 3.401503 2.830310 9.384398 0.083 0.439 -0.012
F 2.402927 5.366300 8.840334 0.176 -0.438 0.231
F 4.549376 5.368250 9.030983 -0.045 -0.550 -0.132
H 3.058100 6.994301 5.777200 -0.058 -0.294 -0.042
H 2.184150 6.978649 7.269874 -0.145 -0.322 -0.010
H -0.246602 6.077524 6.922931 0.128 0.095 -0.080
H 4.565604 3.064751 7.784587 0.061 0.235 0.022
```
Forces are in eV/Å.

Computed properties:
- spin multiplicity = 1
- charge = +1
- orbital gap (eV) = 8.2
- LUMO (eV) = -2.5

***

A 5-piece molecular cluster, C33H48FNO11S6 overall. Source: the Open Molecules 2025 dataset; level of theory: ωB97M-V/def2-TZVPD.

The geometry in XYZ format:
```
100
Properties=species:S:1:pos:R:3:forces:R:3
O 0.751400 -2.180448 4.277781 -0.209 0.238 -1.812
C 0.749409 -2.181338 3.069688 0.072 -0.194 2.574
O 0.016806 -3.131663 2.343649 0.499 0.924 -0.727
F -1.103406 -3.444356 3.120687 0.175 -0.258 0.264
O 1.445061 -1.365039 2.273231 -0.691 -0.777 -0.381
C 1.259690 0.018425 2.627472 -0.560 1.473 0.280
C -0.103108 0.568791 2.184548 -0.026 -0.394 -0.443
C -0.141769 0.942321 0.673689 0.053 1.087 1.577
S -1.605019 0.400462 -0.238278 -0.172 -1.171 -1.165
C -3.069254 0.656195 0.722850 -0.057 1.357 1.126
S -3.104037 1.940070 1.756405 0.088 -0.072 -0.090
N -4.186216 -0.176820 0.575032 2.503 -0.959 0.695
C -3.875187 -1.531552 0.144015 -0.651 0.031 -0.682
C -4.660403 -2.046606 -0.855822 -1.114 0.281 -0.710
C -4.491414 -3.328269 -1.324773 -0.065 -0.667 -0.135
C -3.510488 -4.129433 -0.774107 -0.260 -0.219 -0.463
C -2.709601 -3.610333 0.219998 0.619 -1.081 0.202
C -2.889596 -2.336503 0.682513 0.243 1.043 0.847
C -5.071273 -0.184865 1.721892 -0.882 0.473 -0.411
C -4.750033 -0.684517 2.964592 1.107 -0.435 -0.224
C -5.664153 -0.625552 3.987665 0.188 -0.213 0.643
C -6.906928 -0.070175 3.784252 -0.889 0.228 0.384
C -7.264970 0.400964 2.535807 -0.013 -0.108 0.366
C -6.330036 0.330309 1.528200 -0.675 0.522 -1.279
H 1.347901 0.173144 3.707640 0.187 -0.457 -0.136
H 2.032261 0.624266 2.141720 0.171 -0.571 -0.006
H -0.907178 -0.152157 2.385927 0.228 0.074 0.256
H -0.307936 1.453121 2.795011 -0.058 -0.169 -0.136
H -0.042271 2.031983 0.612508 -0.164 -0.189 -0.242
H 0.763563 0.528771 0.212256 -0.634 -0.290 -0.497
H -5.466740 -1.468430 -1.299869 0.312 0.231 0.173
H -5.144918 -3.723210 -2.097972 0.092 0.149 0.051
H -3.385162 -5.150549 -1.122867 0.089 0.136 0.087
H -1.944654 -4.264261 0.631583 -0.020 0.314 0.120
H -2.274010 -1.914548 1.472086 0.049 -0.296 -0.117
H -3.763814 -1.116474 3.123569 -0.159 0.084 0.093
H -5.395507 -1.005657 4.968709 -0.013 0.029 -0.120
H -7.622652 0.005551 4.599920 0.174 -0.108 -0.049
H -8.251274 0.818153 2.359558 0.155 -0.017 -0.020
H -6.607110 0.702631 0.541273 0.244 -0.020 0.119
C -0.257024 2.659154 -4.527958 0.043 0.140 -0.004
C 0.905904 3.647126 -4.366439 0.002 -0.077 -0.015
C 0.450800 4.736534 -3.387707 0.325 0.047 -0.312
S -0.766690 3.966913 -2.313221 0.127 -0.298 -0.077
O -2.043240 4.588534 -2.547789 0.001 0.091 0.179
O -0.214300 3.834999 -0.987977 -0.163 0.177 0.085
C -0.754639 2.368430 -3.116019 0.021 -0.195 -0.373
H 0.054614 1.747575 -5.036523 -0.019 0.003 0.012
H -1.053893 3.119427 -5.117042 -0.019 -0.036 0.022
H 1.772897 3.123531 -3.957372 -0.025 -0.002 0.010
H 1.205312 4.078356 -5.321316 0.007 0.010 0.024
H 1.274217 5.109917 -2.783513 -0.128 0.049 0.114
H -0.034916 5.562689 -3.904102 -0.102 -0.022 0.092
H -1.751859 1.936104 -3.090315 -0.021 0.084 0.178
H -0.055424 1.731029 -2.575228 -0.026 0.032 0.047
C -9.876911 -0.904218 -3.086454 -0.004 0.085 -0.070
C -9.543056 -0.635790 -4.559577 -0.009 -0.063 0.038
C -8.398566 0.384904 -4.592800 -0.307 -0.069 -0.323
S -7.477740 0.153676 -3.068350 -0.163 -0.196 -0.101
O -7.612960 1.339515 -2.263103 0.186 -0.001 0.040
O -6.189808 -0.418091 -3.369459 0.113 0.189 0.105
C -8.537557 -1.117781 -2.388671 -0.330 -0.168 0.068
H -10.529386 -1.768738 -2.970172 0.007 0.014 0.013
H -10.385925 -0.036991 -2.659476 0.016 -0.026 0.037
H -9.221440 -1.565384 -5.034451 0.009 0.011 0.020
H -10.409556 -0.270783 -5.109788 0.024 0.003 -0.005
H -7.734162 0.223276 -5.438200 0.123 0.091 0.101
H -8.772461 1.407202 -4.604903 0.088 0.018 0.107
H -8.591126 -1.011481 -1.306947 0.159 0.072 -0.007
H -8.106034 -2.084194 -2.650536 0.059 0.037 0.004
C 6.936366 -2.120112 1.863325 -0.168 -0.030 0.152
C 5.552246 -2.673299 2.224551 0.077 -0.012 -0.110
C 4.509922 -1.676935 1.699607 -0.003 -0.318 0.319
S 5.260736 -0.865038 0.285485 0.161 -0.350 0.113
O 5.446249 0.531946 0.597034 -0.129 0.067 -0.207
O 4.594858 -1.288623 -0.921620 -0.080 0.305 -0.065
C 6.842388 -1.688222 0.404816 0.273 -0.181 0.198
H 7.720192 -2.860808 2.008643 0.036 0.060 -0.013
H 7.165314 -1.260273 2.494167 0.040 -0.008 -0.035
H 5.409152 -3.643289 1.742031 -0.019 0.023 -0.008
H 5.445757 -2.824021 3.298269 -0.022 0.019 -0.017
H 3.598111 -2.173275 1.382156 -0.032 0.173 -0.118
H 4.277501 -0.912868 2.439444 0.035 0.076 -0.087
H 7.634279 -1.006176 0.104767 -0.092 0.051 -0.089
H 6.818169 -2.550841 -0.261283 -0.047 0.058 -0.056
C 10.554231 2.313758 0.781372 0.041 0.020 0.119
C 11.770930 1.870895 1.604128 -0.012 0.001 -0.084
C 11.256110 0.982031 2.743119 0.382 0.230 0.012
S 9.743014 0.224782 2.141565 0.299 0.179 -0.265
O 8.638549 0.712125 2.927249 -0.048 -0.232 0.092
O 9.962438 -1.185269 1.931537 -0.219 -0.061 0.160
C 9.723206 1.054862 0.557366 0.005 0.288 -0.253
H 10.848325 2.770380 -0.162711 -0.021 -0.005 0.008
H 9.974336 3.047794 1.345393 -0.034 -0.017 -0.039
H 12.450597 1.298663 0.968828 -0.023 -0.005 0.007
H 12.327105 2.722969 1.993047 -0.002 -0.024 0.011
H 11.966802 0.200864 3.002229 -0.146 -0.088 0.069
H 11.008016 1.566216 3.627593 -0.123 -0.067 -0.008
H 8.694899 1.261755 0.264048 -0.050 -0.109 0.122
H 10.196668 0.393760 -0.169177 -0.013 -0.052 0.055
```
Forces are in eV/Å.

Computed properties:
- spin multiplicity = 1
- structure (SMILES) = O=C(OF)OCCCSC(=S)N(c1ccccc1)c1ccccc1.O=S1(=O)CCCC1.O=S1(=O)CCCC1.O=S1(=O)CCCC1.O=S1(=O)CCCC1
- orbital gap (eV) = 7.8
- LUMO (eV) = 0.2